Entry 1:
57
Properties=species:S:1:pos:R:3:forces:R:3:mulliken_charge:R:1 method="wB97M-V/def2-TZVPD" e_lumo_ev=3.8 total_charge=-2
Rb 0.048343 0.465974 -0.028675 0.01 -0.20 0.28 0.7295
Cl -5.454931 1.955047 -5.016232 -0.06 0.00 0.00 -0.2822
C -3.872429 1.541753 -4.397127 0.13 0.00 -0.05 0.0449
C -3.768531 0.970488 -3.142689 0.01 -0.02 0.07 -0.3511
C -2.535312 0.629866 -2.569157 -0.16 0.04 -0.37 -0.1778
N -2.441787 0.166090 -1.265045 0.12 -0.04 0.24 0.0423
C -3.436049 -0.464525 -0.675085 0.03 0.05 -0.21 0.1505
O -4.529895 -0.889465 -1.110811 -0.04 0.06 0.03 -0.7714
C -3.234319 -0.711240 0.815019 -0.18 -0.21 0.04 0.3654
C -4.331264 -0.474273 1.651684 0.00 0.04 0.10 -0.6735
C -4.238599 -0.767179 2.995568 0.05 0.00 -0.02 -0.2568
C -3.061223 -1.328037 3.478669 -0.01 0.00 0.00 -0.5663
C -2.031522 -1.535946 2.580474 0.04 0.07 0.10 -0.2126
N -2.096170 -1.225341 1.285181 -0.01 0.05 -0.10 -0.2696
C -1.348367 0.856855 -3.342119 -0.25 0.01 -0.24 -0.1781
C -1.495970 1.409785 -4.623429 0.04 0.00 0.01 -0.4887
C -2.728680 1.762809 -5.141393 -0.11 -0.04 0.08 0.1115
Cl -2.812289 2.466711 -6.741182 0.04 0.01 -0.05 -0.2822
N -0.108529 0.584825 -2.781740 0.20 -0.05 0.06 -0.0034
C 0.985824 0.468875 -3.506890 -0.25 0.01 -0.04 0.3067
O 1.173235 0.463981 -4.745230 0.03 0.06 0.00 -0.7942
C 2.269022 0.332021 -2.693917 0.23 -0.11 -0.20 0.2692
C 3.399381 0.998566 -3.182093 0.07 0.03 0.03 -0.6320
C 4.611252 0.845349 -2.543278 -0.06 -0.02 0.03 -0.2778
C 4.683986 -0.001743 -1.442703 0.03 0.02 -0.01 -0.5369
C 3.521214 -0.624868 -1.031940 0.04 0.03 0.07 -0.2180
N 2.337263 -0.460566 -1.622512 -0.05 0.01 -0.10 -0.2749
H -4.667981 0.770234 -2.581715 0.01 0.00 0.01 0.5282
H -5.235173 -0.066872 1.221914 0.02 -0.04 -0.07 0.3872
H -5.068746 -0.571476 3.664578 -0.01 0.01 -0.01 0.3967
H -2.944567 -1.584633 4.523522 0.04 0.00 -0.01 0.3631
H -1.090906 -1.962551 2.918005 -0.01 0.00 0.01 0.3708
H -0.613386 1.556224 -5.225072 0.02 0.00 0.02 0.5828
H 3.292882 1.615466 -4.062636 -0.04 -0.03 -0.02 0.3858
H 5.493207 1.368045 -2.895342 -0.01 0.01 -0.01 0.3892
H 5.615603 -0.163270 -0.915605 -0.02 -0.02 0.02 0.3477
H 3.532047 -1.289843 -0.172401 0.01 0.02 0.00 0.3716
C 1.932127 4.794889 1.736385 0.02 -0.15 0.01 -1.3602
Si 0.730417 3.257661 1.710577 0.27 0.55 0.22 -0.1218
C -0.720517 4.055915 0.700724 -0.01 -0.14 0.04 -1.1328
C 0.007314 3.395474 3.495773 -0.04 -0.03 -0.04 0.2491
C -1.292105 2.949661 3.780818 0.06 0.00 -0.03 -0.2120
C -1.797681 2.921243 5.071117 -0.05 -0.01 0.04 -0.5749
C -1.012524 3.335385 6.141896 -0.03 0.02 0.02 -0.3547
C 0.277770 3.785951 5.893270 0.00 -0.02 0.03 -0.5165
C 0.768478 3.815726 4.594589 0.01 0.03 -0.08 -0.1627
H 1.455227 5.710830 2.108254 -0.05 -0.01 0.00 0.3533
H 2.282611 4.984525 0.716341 -0.01 0.01 0.01 0.3014
H 2.825464 4.610832 2.343003 -0.01 -0.01 -0.02 0.3125
H -0.976113 5.068411 1.035519 0.03 0.00 0.04 0.3014
H -1.631705 3.450072 0.749204 -0.01 0.02 -0.06 0.3056
H -0.438185 4.108679 -0.355578 -0.04 0.01 -0.01 0.3069
H -1.915548 2.605849 2.960071 -0.05 -0.01 0.05 0.2084
H -2.809955 2.571943 5.249700 0.01 -0.01 -0.02 0.3481
H -1.408562 3.311943 7.151247 0.03 0.00 0.01 0.3340
H 0.906426 4.112230 6.716503 -0.01 0.02 0.00 0.3299
H 1.777259 4.177474 4.417214 0.00 -0.01 0.07 0.1897

Entry 2:
51
Properties=species:S:1:pos:R:3:forces:R:3:mulliken_charge:R:1 method="wB97M-V/def2-TZVPD" e_lumo_ev=0.0 smiles="Cn1ccnc1CN1CCN(C(=O)c2cc(COc3ccc(F)c(F)c3)on2)CC1"
C 1.833195 1.478495 -5.926419 -1.13 -6.53 -9.17 -1.1101
N 1.379469 0.038575 -5.832239 2.61 -1.07 -2.63 0.2563
C 0.393659 -0.610809 -5.146729 0.81 3.57 -2.00 0.0535
N 0.256923 -1.822221 -5.483385 -2.48 -2.74 1.35 -0.6325
C 1.096725 -2.108185 -6.386557 7.66 -1.34 -4.99 -0.4251
C 2.010819 -0.888582 -6.727280 -3.45 -1.71 2.60 -0.1571
H 2.926976 -0.608669 -7.371791 -1.95 -0.73 1.26 0.2592
H 1.433268 -3.226467 -6.737181 -1.41 3.00 0.82 0.2455
C -0.595497 0.145859 -4.501501 -1.25 6.60 3.75 -0.4555
N 0.123921 0.881429 -3.311508 8.71 -10.12 -7.02 0.2645
C -0.444273 1.691386 -2.611178 -10.54 9.96 5.52 -0.8253
C -1.601886 1.015855 -1.727828 -2.42 9.76 0.16 -1.0615
N -1.129288 0.286609 -0.767698 6.69 -10.04 3.66 0.3567
C -0.760350 0.504294 0.595924 -8.94 6.82 -6.53 0.2658
O -1.510603 1.420729 1.023366 2.24 -0.69 1.52 -0.7225
C 0.008289 -0.238770 1.401966 2.77 1.25 7.73 0.9369
N 0.273502 -1.416645 1.253143 2.72 -7.11 -1.75 -0.4162
O 0.987946 -1.913912 2.326692 -0.31 -2.70 -0.14 -0.3217
C 0.931715 -1.158646 3.414828 -3.06 7.80 -7.66 0.4435
C 0.385901 0.094702 2.780475 1.15 -4.29 0.66 -0.8651
H -0.015293 0.912549 3.203852 -0.80 2.83 1.75 0.6439
C 1.736914 -1.275856 4.539692 -16.39 -4.25 7.07 -0.8897
O 1.398959 -0.356027 5.595179 2.21 1.08 -0.91 -0.4698
C 0.174933 -0.082869 6.016437 -3.21 -8.00 -6.62 0.5810
C -0.196294 0.557819 6.995803 1.38 13.29 9.55 -0.1476
C -1.397187 1.063119 7.634871 -3.86 -3.91 -3.41 0.1192
C -2.620051 0.425096 7.170409 6.82 -3.74 -0.99 0.4040
C -2.235187 -0.844050 6.321439 -1.03 4.68 -0.10 -0.9587
C -1.019796 -0.850280 5.621521 -0.87 -0.24 2.05 -0.1044
H -0.977819 -1.665872 5.006816 0.49 -1.90 -1.92 0.4651
H -3.133899 -1.421223 6.010993 1.09 0.08 0.18 0.3201
F -3.792221 0.444924 7.688549 -1.87 0.80 0.79 -0.2615
F -1.495278 2.057264 8.486827 1.03 0.57 0.41 -0.2692
H 0.586987 1.527923 7.230612 -1.21 -2.84 0.11 0.0961
H 2.595096 -1.276519 4.479758 15.39 0.19 -1.48 0.7772
H 1.397914 -2.420511 5.061741 1.22 2.66 -1.49 0.2596
C -0.309925 -0.901761 -1.463951 11.23 10.95 12.23 -1.8871
H 0.527028 -1.244631 -0.761663 -2.51 -0.92 -1.18 0.3524
C 0.841991 -0.119701 -2.455969 1.22 1.23 0.72 -0.4860
H 1.469425 -0.890016 -3.129229 -1.48 1.68 1.78 0.3447
H 1.590779 0.614067 -1.785259 -1.71 -2.30 -1.50 0.3290
H -0.673313 -1.255722 -2.154268 -7.91 -8.09 -11.39 1.4612
H -2.104975 1.961088 -1.116241 1.00 -1.82 -1.57 0.4143
H -2.447086 0.718247 -2.265165 -1.11 -1.43 -1.05 0.2745
H -1.116179 2.383221 -3.376277 1.33 -0.82 1.75 0.2139
H 0.013623 2.454226 -1.849164 0.34 -1.52 -1.52 0.3395
H -1.411295 -0.346998 -4.056846 -0.94 -1.38 0.02 0.4158
H -1.119365 1.175129 -4.915479 1.34 -2.67 -0.26 0.4195
H 2.831902 1.371186 -6.195779 1.67 0.48 -0.55 0.3880
H 1.700473 1.818988 -5.109891 -1.52 5.08 10.50 0.4651
H 1.198727 1.902166 -6.694416 0.24 0.55 -0.11 0.3007

Entry 3:
23
Properties=species:S:1:pos:R:3:forces:R:3:mulliken_charge:R:1 method="wB97M-V/def2-TZVPD" de_lowest_ev=0.988 e_lumo_ev=0.5 smiles=C[C@@H](N)CCS.O.O
C 0.884668 -3.551336 -0.688796 0.73 1.71 -0.57 -1.3733
C 0.191279 -2.310072 -0.087803 0.03 -0.21 0.71 0.5480
C 0.890997 -1.884850 1.201909 -0.60 -0.12 1.26 -1.3277
C 0.479248 -0.498503 1.747784 -0.14 -1.53 -0.21 -0.3826
S 1.450787 -0.010173 3.191471 0.23 0.67 0.17 -0.2633
N -1.215797 -2.595572 0.181666 -0.23 -0.38 -0.02 -0.6087
H 1.048667 -3.351328 -1.750780 -0.68 -0.62 -0.21 0.2881
H 0.299687 -4.411036 -0.450428 -0.13 -0.70 -0.19 0.4028
H 1.918164 -3.620178 -0.367845 0.11 -0.32 0.61 0.3225
H 0.202831 -1.482941 -0.790806 0.23 0.14 -0.24 0.3708
H 0.573765 -2.594927 1.969899 -0.14 -0.29 0.09 0.3832
H 1.964716 -2.039317 1.240893 0.30 0.43 -0.70 0.5106
H 0.476663 0.166521 0.893407 0.30 0.75 0.26 0.3627
H -0.530947 -0.580241 2.150848 -0.09 0.15 -0.41 0.2647
H 2.305340 -1.035742 3.304237 -0.11 -0.10 -0.32 0.1073
H -1.890160 -2.043041 -0.308058 -0.09 0.26 -0.05 0.1928
H -1.492976 -2.752898 1.142644 0.27 0.16 -0.18 0.2020
H -2.402145 6.308948 -0.797841 -0.19 0.04 0.05 0.3212
H -2.686208 4.837199 -0.628408 -0.12 -0.07 0.04 0.3161
O -3.112534 5.697733 -0.567237 0.30 0.04 -0.08 -0.6373
H -1.065587 2.895691 -6.566938 0.54 0.38 0.08 0.3231
H 0.275367 3.653991 -6.252060 -0.03 -0.29 0.15 0.3194
O -0.538880 3.689166 -6.756263 -0.51 -0.09 -0.23 -0.6425